Entry 1:
Below is C11H28NbO4 as an isolated structure in a non-equilibrium geometry, with properties calculated with ωB97M-V/def2-TZVPD.

XYZ file:
```
44
C11H28NbO4 | the Open Molecules 2025 dataset | ωB97M-V/def2-TZVPD
O 3.05930 0.46938 0.47003
C 3.14870 1.74051 -0.18463
C 2.13360 2.73656 0.36526
Nb -0.06893 2.28871 0.01370
H 2.27527 0.04066 0.09882
H 3.02471 1.63106 -1.26926
H 4.18716 2.05775 -0.01593
H 2.35462 3.74671 -0.00522
H 2.25018 2.72064 1.46146
H -0.01766 2.78418 -1.77046
H -0.70557 4.00407 0.29136
H -0.55494 2.05157 1.78968
H 0.41119 0.50512 -0.27980
H -1.73174 1.66522 -0.43318
C -4.85523 1.31217 -0.91150
C -4.76771 2.61223 -1.68312
O -3.76185 3.27167 -1.68535
C -6.00952 3.03521 -2.45282
H -3.90423 1.12630 -0.41702
H -5.65508 1.36708 -0.16899
H -5.07991 0.48568 -1.58980
H -6.85306 3.15498 -1.76991
H -6.27540 2.27247 -3.18744
H -5.81739 3.97709 -2.96112
C 0.10298 -1.97854 0.75554
C -1.30732 -2.28268 0.31819
O -2.23192 -1.61252 0.70758
C -1.49401 -3.43087 -0.65403
H 0.07748 -1.11210 1.40966
H 0.54502 -2.83386 1.27211
H 0.72022 -1.75302 -0.11350
H -1.12783 -4.36057 -0.21350
H -0.92304 -3.24134 -1.56422
H -2.54874 -3.53287 -0.89938
C 5.09149 -1.87292 0.90867
C 3.80027 -2.64954 1.01179
O 3.15069 -2.92890 0.03377
C 3.36182 -3.03759 2.40601
H 5.29586 -1.64596 -0.13365
H 5.00776 -0.94018 1.46879
H 5.91568 -2.45528 1.32811
H 3.22576 -2.14178 3.01397
H 4.12547 -3.65862 2.87919
H 2.42588 -3.58786 2.36011
```

Total charge: -1
E, Ha: -793.6020
LUMO level, Ha: 0.1044



Entry 2:
Below is a 2-piece molecular cluster, C13H20O7S overall in a non-equilibrium geometry, with properties calculated with ωB97M-V/def2-TZVPD.

XYZ file:
```
41
C13H20O7S | the Open Molecules 2025 dataset | ωB97M-V/def2-TZVPD
C -0.71416 -0.05210 3.89245
C -0.48030 0.34632 2.32210
O -1.54695 -0.06028 1.39901
C -1.83721 -1.49807 1.45582
C -0.52981 -2.48275 1.49679
O 0.51120 -2.14732 0.51271
C 1.87315 -2.44372 1.05932
C 2.92526 -1.61019 0.09993
C 2.73554 -1.95002 -1.34401
C 3.84994 -0.95097 -2.01410
O 3.91695 -0.77816 -3.33972
O 4.64633 -0.30494 -0.92415
C 4.07250 -0.49088 0.45018
O 4.41443 0.13235 1.58041
H 0.27523 -0.56495 4.29728
H -1.66991 -0.68792 4.11567
H -0.84695 0.96142 4.50813
H -0.44712 1.53926 2.28290
H 0.61275 0.01308 1.97596
H -2.53972 -1.67744 2.37652
H -2.46728 -1.75993 0.49093
H -0.11778 -2.52625 2.60803
H -0.92243 -3.57224 1.20955
H 1.97094 -2.01808 2.17039
H 2.06040 -3.62047 1.04461
H 1.97554 -2.71403 -1.80972
C -1.09438 3.30522 -2.19255
C -0.50688 2.15883 -3.01427
C -0.81430 0.85874 -2.27312
S -2.31340 1.15389 -1.34723
O -2.00130 1.09592 0.06534
O -3.39509 0.38873 -1.93454
C -2.50028 2.86339 -1.81443
H -1.10554 4.24364 -2.75456
H -0.49282 3.45830 -1.28859
H -0.97942 2.13992 -4.00386
H 0.56997 2.28095 -3.16723
H -0.97284 0.02851 -2.96601
H -0.02190 0.60564 -1.56340
H -2.92128 3.43373 -0.98469
H -3.17108 2.90289 -2.67786
```

Structure (SMILES): CCOCCOCC1=CC(=O)OC1=O.O=S1(=O)CCCC1
E, Ha: -1431.8482
LUMO level, Ha: -0.0723



Energy relative to the best compared isomer or geometry (same formula, charge and spin), record by record: 232.2 759.3 kJ/mol
HOMO, record by record: -4.6 -8.6 eV